(1)
A cluster of 2 separate species, C9H14 in total in a non-equilibrium geometry, computed with ωB97M-V/def2-TZVPD.

Values from the calculation:
E_tot ... -9549.2879 eV
E_LUMO (alpha / beta) ... -4.3 / -8.5 eV
Gap between HOMO and LUMO (alpha / beta) ... 9.3 / 5.1 eV
HOMO energy (alpha / beta) ... -0.50119 / -0.50118 Eh
Spin multiplicity ... 2
⟨S²⟩ ... 0.77
Charge ... +1

```
23
C9H14, DFT ωB97M-V/def2-TZVPD
C 0.99 0.24 -1.28
C -1.02 2.56 1.01
C -0.52 1.87 -0.11
C -0.45 2.40 2.25
C 0.59 1.02 -0.02
C 0.47 1.36 2.36
C 1.07 0.75 1.25
H -1.73 3.23 0.60
H -0.86 2.17 -1.03
H -0.73 3.10 3.03
H 0.87 0.91 3.39
H 0.67 0.52 -2.21
H 0.86 -0.83 -0.94
H 1.96 0.05 1.53
H 2.03 0.14 -1.55
C -1.30 -3.89 -2.03
C 0.18 -3.90 -1.90
H -1.57 -4.26 -3.07
H -1.76 -4.64 -1.36
H -1.57 -2.84 -1.80
H 0.48 -4.51 -1.07
H 0.74 -2.88 -1.98
H 0.58 -4.52 -2.72
```

***

(2)
A cluster of 2 separate species, C3H4FN in total in a non-equilibrium geometry, computed with ωB97M-V/def2-TZVPD.

Values from the calculation:
E_tot ... -7381.3029 eV
E_LUMO ... 1.1 eV
Gap between HOMO and LUMO ... 11.3 eV
HOMO energy ... -0.37559 Eh
Spin multiplicity ... 1
Structure (SMILES) ... C=CF.C#N

```
9
C3H4FN, DFT ωB97M-V/def2-TZVPD
C -1.70 0.29 0.41
C -0.96 -0.44 -0.38
F -0.40 -1.64 0.11
H -2.12 1.19 -0.12
H -1.99 -0.09 1.45
H -0.83 -0.18 -1.43
C 2.70 0.27 -0.03
N 2.11 1.19 -0.34
H 3.19 -0.59 0.33
```

***

(3)
A cluster of 10 separate species, C61H146N10O13 in total in a non-equilibrium geometry, computed with ωB97M-V/def2-TZVPD.

Values from the calculation:
E_tot ... -107129.0293 eV
E_LUMO ... 0.5 eV
Gap between HOMO and LUMO ... 8.5 eV
HOMO energy ... -0.29298 Eh
Spin multiplicity ... 1
Structure (SMILES) ... CC1(C)CCCC(C)(C)N1O.CC1(C)CCCC(C)(C)N1O.CC1(C)CCCC(C)(C)N1O.COC[C@H](C)N.COC[C@H](C)N.COC[C@H](C)N.COC[C@H](C)N.COCCNCCOC.COCCNCCOC.COCCNCCOC

```
230
C61H146N10O13, DFT ωB97M-V/def2-TZVPD
C 5.27 -2.61 2.54
C 5.02 -4.10 2.57
C 6.37 -4.80 2.77
C 4.15 -4.47 3.86
C 3.50 -5.83 3.83
C 2.74 -6.04 2.46
C 3.58 -5.79 1.17
C 4.53 -6.96 0.89
C 2.52 -5.57 0.13
N 4.27 -4.45 1.30
O 4.95 -4.03 0.07
H 5.73 -2.23 3.45
H 5.98 -2.41 1.74
H 4.31 -2.11 2.37
H 6.23 -5.88 2.70
H 7.03 -4.59 1.92
H 6.80 -4.54 3.74
H 4.92 -4.49 4.64
H 3.41 -3.68 3.92
H 4.37 -6.50 3.87
H 2.85 -5.92 4.69
H 1.74 -5.61 2.43
H 2.56 -7.11 2.49
H 5.31 -6.79 0.15
H 4.07 -7.79 0.35
H 5.00 -7.44 1.75
H 1.90 -6.44 -0.08
H 2.94 -5.23 -0.81
H 1.81 -4.84 0.50
H 4.42 -3.27 -0.17
C -2.19 -5.58 5.25
C -2.68 -4.44 6.19
C -4.24 -4.41 6.12
C -2.36 -4.83 7.69
C -0.90 -4.63 8.13
C -0.48 -3.24 7.77
C -0.68 -2.72 6.28
C -0.50 -1.17 6.42
C 0.54 -3.29 5.38
N -2.11 -3.07 5.92
O -2.42 -2.67 4.64
H -2.12 -5.32 4.19
H -1.28 -6.10 5.53
H -2.97 -6.35 5.29
H -4.81 -5.32 6.30
H -4.75 -3.63 6.68
H -4.50 -4.03 5.13
H -3.01 -4.29 8.38
H -2.38 -5.92 7.82
H -0.74 -4.77 9.19
H -0.35 -5.36 7.53
H 0.58 -3.16 8.00
H -0.91 -2.47 8.41
H -1.24 -0.77 7.11
H -0.85 -0.62 5.55
H 0.47 -0.75 6.67
H 1.51 -3.02 5.79
H 0.48 -2.93 4.35
H 0.53 -4.38 5.27
H -1.99 -3.38 4.16
C 0.54 3.38 -9.57
C 0.06 2.16 -8.81
C -0.09 1.03 -9.85
C 1.18 1.84 -7.73
C 0.81 0.77 -6.68
C -0.52 1.25 -6.07
C -1.69 1.60 -7.06
C -2.40 0.31 -7.57
C -2.73 2.36 -6.31
N -1.20 2.45 -8.15
O -2.17 2.84 -9.11
H 1.43 3.08 -10.13
H -0.13 3.86 -10.29
H 0.80 4.13 -8.83
H -0.79 1.26 -10.65
H 0.81 0.64 -10.32
H -0.50 0.19 -9.27
H 2.14 1.60 -8.20
H 1.36 2.79 -7.22
H 0.60 -0.21 -7.10
H 1.63 0.71 -5.97
H -0.30 2.14 -5.48
H -0.91 0.54 -5.34
H -3.18 -0.04 -6.89
H -1.74 -0.51 -7.86
H -3.01 0.53 -8.45
H -3.68 2.45 -6.84
H -2.34 3.33 -6.01
H -2.96 1.74 -5.44
H -2.65 3.53 -8.65
C 4.70 3.05 0.39
O 3.97 4.10 -0.15
C 2.73 3.82 -0.77
C 2.21 5.18 -0.98
C 0.67 5.20 -1.47
N 2.97 5.88 -2.00
H 5.01 2.29 -0.33
H 4.21 2.49 1.19
H 5.57 3.44 0.93
H 2.92 3.25 -1.68
H 2.04 3.29 -0.11
H 2.28 5.78 -0.07
H -0.04 4.69 -0.82
H 0.61 4.80 -2.49
H 0.38 6.25 -1.37
H 3.04 5.26 -2.79
H 3.90 5.84 -1.61
C -5.93 4.59 0.11
O -4.54 4.13 0.21
C -3.59 4.99 -0.29
C -3.32 6.05 0.85
C -2.13 6.99 0.49
N -3.01 5.46 2.14
H -6.66 3.85 0.46
H -6.32 4.87 -0.86
H -6.12 5.52 0.65
H -2.67 4.47 -0.56
H -4.00 5.53 -1.14
H -4.21 6.60 1.14
H -2.21 7.85 1.16
H -2.19 7.35 -0.53
H -1.12 6.62 0.60
H -3.19 6.17 2.83
H -3.84 4.93 2.35
C 2.02 0.98 4.36
O 1.45 2.28 4.19
C 0.51 2.10 3.17
C 0.26 3.42 2.49
C -0.08 4.66 3.50
N -0.82 3.39 1.51
H 1.27 0.26 4.66
H 2.70 1.06 5.20
H 2.53 0.65 3.45
H 0.97 1.57 2.34
H -0.42 1.59 3.45
H 1.22 3.68 2.04
H -0.06 5.51 2.81
H 0.70 4.88 4.23
H -1.08 4.63 3.92
H -1.76 3.20 1.81
H -0.83 4.29 1.06
C -6.70 3.86 3.43
O -5.28 4.03 3.54
C -4.70 2.93 4.23
C -4.45 1.70 3.28
C -3.49 0.67 3.93
N -3.73 2.16 2.14
H -7.23 3.72 4.38
H -6.95 3.07 2.71
H -7.23 4.65 2.89
H -3.77 3.26 4.71
H -5.29 2.58 5.08
H -5.38 1.21 3.00
H -2.55 1.12 4.25
H -3.29 -0.19 3.29
H -3.81 0.20 4.85
H -3.33 1.45 1.54
H -4.26 2.84 1.61
C -6.22 3.12 -4.99
O -6.53 2.27 -3.95
C -5.57 2.20 -2.88
C -5.97 1.34 -1.60
N -5.56 -0.01 -1.79
C -6.01 -0.96 -0.76
C -5.23 -2.29 -0.82
O -3.84 -2.23 -0.50
C -3.17 -3.52 -0.47
H -6.30 4.17 -4.71
H -6.98 2.86 -5.73
H -5.20 3.08 -5.38
H -5.42 3.26 -2.71
H -4.62 1.81 -3.26
H -7.05 1.31 -1.47
H -5.51 1.80 -0.73
H -5.93 -0.32 -2.68
H -7.07 -1.13 -0.94
H -5.85 -0.57 0.24
H -5.36 -2.73 -1.81
H -5.64 -3.09 -0.21
H -3.53 -4.05 0.41
H -2.09 -3.46 -0.37
H -3.32 -3.98 -1.45
C 2.92 -2.18 -2.30
O 4.07 -1.61 -1.62
C 5.15 -1.34 -2.52
C 6.58 -1.21 -1.84
N 7.72 -1.08 -2.77
C 7.97 -2.29 -3.46
C 9.27 -2.20 -4.29
O 10.28 -2.50 -3.36
C 11.57 -2.18 -3.86
H 3.24 -3.13 -2.71
H 2.48 -1.61 -3.12
H 2.17 -2.27 -1.51
H 5.08 -0.46 -3.16
H 5.29 -2.13 -3.25
H 6.81 -2.02 -1.14
H 6.49 -0.24 -1.35
H 8.55 -0.99 -2.21
H 7.14 -2.47 -4.16
H 8.07 -3.12 -2.77
H 9.33 -1.17 -4.65
H 9.31 -2.80 -5.19
H 12.24 -2.04 -3.01
H 11.70 -1.40 -4.60
H 11.94 -3.05 -4.42
C 1.12 -1.72 2.02
O -0.17 -2.18 1.58
C -1.24 -1.21 1.65
C -1.12 -0.32 0.46
N -2.41 0.32 0.16
C -2.25 1.28 -0.88
C -1.76 0.83 -2.24
O -0.34 0.43 -2.37
C 0.62 1.35 -1.99
H 1.58 -1.05 1.29
H 1.81 -2.57 2.10
H 1.10 -1.27 3.01
H -1.18 -0.52 2.49
H -2.19 -1.75 1.75
H -0.81 -0.82 -0.45
H -0.33 0.37 0.76
H -3.04 -0.42 -0.12
H -1.65 2.10 -0.49
H -3.26 1.67 -0.97
H -1.92 1.58 -3.02
H -2.30 -0.08 -2.51
H 0.54 1.57 -0.92
H 0.49 2.33 -2.46
H 1.67 1.08 -2.07
```

***

(4)
The molecule C3H3NS2 in a non-equilibrium geometry, computed with ωB97M-V/def2-TZVPD.

Values from the calculation:
E_tot ... -26318.1962 eV
E_LUMO ... -1.4 eV
Gap between HOMO and LUMO ... 8.0 eV
HOMO energy ... -0.34514 Eh
Spin multiplicity ... 1
Structure (SMILES) ... CSC(=S)C#N

```
9
C3H3NS2, DFT ωB97M-V/def2-TZVPD
C -1.36 -0.37 -0.03
S 0.21 -1.48 -0.09
C 1.43 -0.28 -0.15
S 3.06 -0.50 -0.01
C 1.06 1.12 -0.06
N 0.40 2.08 -0.07
H -2.14 -1.14 0.29
H -1.50 0.28 -0.75
H -1.18 0.28 0.87
```